(1)
A 10-piece molecular cluster, C35H60O30 overall at a distorted geometry, computed with ωB97M-V with the def2-TZVPD basis set.

```
125
Properties=species:S:1:pos:R:3:forces:R:3:lowdin_charge:R:1
C 6.734 2.606 -8.266 0.2384 0.2378 -0.5025 -0.020
C 5.946 1.482 -7.685 -0.0440 0.2914 -2.0754 -0.345
C 6.578 0.772 -6.531 -0.7167 0.3117 -0.2753 -0.069
O 5.420 0.742 -5.664 2.4943 -1.6264 1.8940 0.090
C 4.472 1.583 -6.034 -2.2610 -0.9588 0.9603 -0.634
O 3.468 1.782 -5.410 0.5688 0.2813 0.1494 0.152
O 4.678 1.975 -7.251 0.6126 1.0822 -1.6777 0.123
H 7.779 2.293 -8.257 0.1769 0.4136 -0.0339 0.090
H 6.552 3.523 -7.706 0.3659 -0.0586 0.1627 0.100
H 6.447 2.798 -9.300 0.0058 0.0172 0.0256 0.087
H 5.753 0.747 -8.466 -0.2518 -0.0154 -0.0709 0.156
H 7.483 1.252 -6.156 -0.4985 0.5305 0.7735 0.132
H 6.959 -0.179 -6.904 -0.7138 -0.5444 0.6660 0.137
C 4.242 -4.116 -3.386 0.0767 0.1277 -0.1393 -0.027
C 5.486 -4.395 -2.529 -1.8143 -0.9347 -1.8300 -0.272
C 5.271 -5.120 -1.208 0.5996 2.8049 -0.1220 -0.123
O 6.363 -5.985 -1.172 0.5838 -2.0404 0.5615 0.056
C 6.929 -6.186 -2.410 2.4538 -0.5042 1.0374 -0.522
O 7.922 -6.880 -2.623 -3.1407 1.5506 0.4979 0.124
O 6.334 -5.356 -3.241 -0.2348 1.1376 -1.2363 0.091
H 3.618 -4.979 -3.621 0.2072 -0.1967 0.2753 0.087
H 4.518 -3.661 -4.337 0.2884 -0.1073 -0.0385 0.080
H 3.609 -3.359 -2.922 0.0047 -0.0777 0.3537 0.087
H 5.935 -3.409 -2.409 0.8764 -0.4096 0.0305 0.149
H 4.261 -5.464 -0.982 0.2845 -0.8378 -0.3477 0.140
H 5.487 -4.285 -0.542 -0.2158 -0.4930 0.9573 0.130
C -9.702 -4.729 4.358 0.5953 -0.8062 0.2362 -0.039
C -9.830 -3.597 3.405 -0.9397 -0.8619 0.3542 -0.344
C -10.034 -2.264 4.101 -0.1822 -0.5301 -1.3002 -0.093
O -8.851 -1.571 3.792 1.0564 1.0139 0.3184 0.077
C -8.204 -2.187 2.789 2.9380 2.0537 -2.3629 -0.557
O -7.313 -1.719 2.073 -2.2525 -0.8290 2.4459 0.119
O -8.665 -3.399 2.608 -1.0737 -1.5981 -0.2473 0.120
H -9.528 -5.665 3.828 0.3142 0.0159 0.0037 0.091
H -10.646 -4.890 4.879 0.0326 0.2858 0.2187 0.095
H -8.889 -4.519 5.053 -0.0289 -0.3023 0.2271 0.097
H -10.719 -3.859 2.830 0.3170 0.3921 -0.8482 0.151
H -10.162 -2.440 5.169 -0.2280 0.7349 -0.1151 0.140
H -10.808 -1.778 3.507 -0.5431 0.4274 1.0689 0.142
C -5.494 -2.154 9.593 -0.6320 -0.5955 0.1788 -0.029
C -4.536 -1.165 8.886 -0.5088 -1.9616 2.5866 -0.331
C -4.164 -1.627 7.520 1.0003 -0.7656 0.0107 -0.096
O -4.462 -0.518 6.706 0.9396 -3.0652 -1.7485 0.121
C -4.835 0.468 7.429 -1.6393 4.3234 -0.7236 -0.602
O -5.028 1.544 6.908 0.0099 -0.7529 1.5824 0.147
O -5.039 0.132 8.717 -0.0530 0.5133 0.0232 0.124
H -5.703 -2.007 10.652 0.0732 0.8462 -0.0724 0.080
H -5.123 -3.178 9.637 0.9580 0.0283 -0.3825 0.080
H -6.450 -2.364 9.112 -0.1865 0.7778 -0.3531 0.084
H -3.669 -1.166 9.546 0.2084 0.5531 -0.0787 0.150
H -4.692 -2.554 7.297 -0.1493 0.3057 -0.7228 0.134
H -3.089 -1.801 7.483 -0.0177 -0.1950 -0.2987 0.139
C 0.286 -3.939 3.400 1.3239 0.1853 -0.2352 -0.030
C -0.402 -5.013 2.568 -0.4752 0.5218 1.6033 -0.307
C -1.840 -4.513 2.335 2.2893 0.3503 2.1305 -0.166
O -2.001 -4.830 1.049 -2.2633 -0.4746 -4.6310 0.057
C -0.839 -4.995 0.317 -1.6055 -0.8193 -0.7171 -0.476
O -0.793 -5.112 -0.898 0.3058 0.5274 3.4229 0.142
O 0.098 -5.148 1.254 2.0062 0.2078 -0.9148 0.098
H -0.002 -3.926 4.451 -0.5172 -0.1950 -0.1288 0.091
H 0.089 -2.960 2.962 -0.1649 0.0436 0.0747 0.085
H 1.374 -3.980 3.442 0.1102 -0.5023 -0.2145 0.082
H -0.395 -5.994 3.043 0.2494 -0.0559 -0.0610 0.154
H -1.741 -3.435 2.461 -0.9301 0.1780 0.0862 0.124
H -2.533 -4.970 3.041 -0.3069 0.0674 -0.4533 0.145
C 0.024 4.934 10.709 -1.1181 0.6955 -0.3785 -0.025
O -0.153 4.176 9.480 -0.3504 1.1068 1.3043 0.007
C 0.702 3.217 9.174 -0.9697 1.0629 0.0958 -0.662
O 1.664 2.935 9.807 1.2506 -0.7957 0.3582 0.147
O 0.247 2.717 8.035 1.3162 -1.1708 -1.2808 0.027
C 1.201 1.863 7.369 0.5040 -1.4786 0.1687 -0.044
H -0.370 4.448 11.602 0.3691 -0.6316 -0.2172 0.092
H -0.670 5.759 10.552 0.0710 0.0858 -0.0572 0.088
H 0.991 5.395 10.908 0.2721 -0.6673 -0.4490 0.095
H 1.285 0.873 7.817 -0.7893 -0.1552 0.4767 0.086
H 2.257 2.118 7.458 -0.2447 1.1758 -0.1594 0.094
H 0.931 1.651 6.334 -0.3124 0.7679 0.1337 0.094
C 5.976 1.803 0.389 -0.3484 -1.1083 0.8787 -0.059
O 6.168 3.098 -0.130 0.3520 -0.2086 0.3350 0.006
C 7.371 3.644 0.134 1.8996 -2.2808 -0.4875 -0.574
O 8.409 3.039 0.455 -2.5935 1.8050 -0.1650 0.086
O 7.232 4.886 -0.233 -0.7281 1.5345 0.9087 0.017
C 8.145 5.902 0.130 1.5545 0.5453 -1.4616 -0.037
H 5.380 1.156 -0.255 0.3652 0.3613 -0.6100 0.093
H 5.364 1.852 1.289 0.1180 0.3230 0.2420 0.092
H 6.929 1.343 0.654 -0.0918 -0.0413 -0.2290 0.089
H 8.686 6.053 -0.805 0.7093 0.0937 0.2015 0.095
H 8.854 5.692 0.931 -0.3398 -0.4957 -0.0158 0.101
H 7.710 6.890 0.277 -0.9049 -0.5221 0.3937 0.092
C -2.919 2.283 0.793 0.2312 -0.2635 1.4879 -0.039
O -2.410 1.602 -0.348 0.1764 -0.2919 -0.7994 -0.018
C -1.203 0.992 -0.333 1.4882 0.9274 2.6118 -0.584
O -0.359 0.995 0.571 -2.4312 0.3386 -1.2235 0.088
O -0.888 0.390 -1.445 0.1205 -0.6773 -0.7891 0.011
C -1.670 0.271 -2.625 -0.1278 0.5831 -0.4014 -0.030
H -3.062 1.576 1.610 0.1583 -0.1565 0.0028 0.095
H -3.908 2.714 0.631 0.2423 -0.1380 -0.8246 0.095
H -2.260 3.061 1.178 0.2111 -0.0344 -0.3812 0.097
H -0.914 0.172 -3.404 -0.2723 -0.3121 -0.0595 0.097
H -2.247 1.168 -2.852 -0.0014 0.0769 0.2841 0.090
H -2.354 -0.578 -2.591 0.2148 -0.0783 0.1243 0.098
C -1.719 6.134 -3.183 -0.6603 0.0467 1.8066 0.009
O -2.657 6.625 -2.109 -0.6468 -0.0430 -1.3701 -0.020
C -3.958 6.882 -2.408 -1.4650 1.2900 2.3937 -0.561
O -4.735 7.472 -1.627 2.5087 -1.6422 -2.2772 0.080
O -4.311 6.375 -3.583 0.1991 -0.4381 -0.9333 -0.030
C -5.546 6.759 -4.191 -0.6798 0.6078 0.1740 -0.031
H -0.880 5.862 -2.543 0.2212 0.2160 -0.4262 0.090
H -1.482 6.940 -3.878 -0.1290 -0.1625 0.0896 0.093
H -2.067 5.219 -3.662 -0.3081 0.3451 -0.0571 0.086
H -5.876 6.063 -4.962 0.6489 -0.4129 0.2512 0.091
H -5.422 7.719 -4.693 0.0802 0.1122 0.1965 0.097
H -6.354 6.836 -3.464 0.2393 0.0617 0.1593 0.094
C 1.953 -0.333 -12.462 1.6090 -0.6609 -0.9547 -0.063
O 1.362 -0.890 -11.341 -0.9755 -0.4165 1.5283 -0.004
C 1.944 -1.669 -10.428 3.6113 -0.2964 -0.9658 -0.570
O 3.052 -2.240 -10.512 -3.0467 1.3654 -0.2236 0.081
O 1.187 -1.606 -9.356 -0.5311 -1.4996 0.8675 0.030
C 1.270 -2.729 -8.465 -0.2912 -0.7151 1.7651 -0.042
H 3.013 -0.108 -12.341 -0.0304 0.7228 0.7246 0.094
H 1.333 0.526 -12.718 0.3224 -0.2328 -0.3027 0.103
H 2.086 -1.095 -13.231 -0.9061 0.0624 -0.4873 0.096
H 1.317 -2.403 -7.426 0.3221 0.7278 -0.1710 0.090
H 2.076 -3.457 -8.558 0.3378 0.6472 -0.8312 0.094
H 0.365 -3.334 -8.413 -0.4072 0.3149 -0.9330 0.089
```
Positions in Å, forces in eV/Å.

Properties
Largest force on an atom = 0.1007 Eh/bohr
HOMO level = -10.3 eV
Frontier orbital gap = 10.36 eV
E_LUMO = 0.04 eV
Structure (SMILES) = C[C@H]1COC(=O)O1.C[C@H]1COC(=O)O1.C[C@H]1COC(=O)O1.C[C@H]1COC(=O)O1.C[C@H]1COC(=O)O1.COC(=O)OC.COC(=O)OC.COC(=O)OC.COC(=O)OC.COC(=O)OC
Energy relative to the best compared isomer or geometry (same formula, charge and spin) = 6.298 eV

(2)
A 8-piece molecular cluster, C35H61FO17 overall at a distorted geometry, computed with ωB97M-V with the def2-TZVPD basis set.

```
114
Properties=species:S:1:pos:R:3:forces:R:3:lowdin_charge:R:1
C -2.199 2.600 -3.214 0.5414 -0.3432 -0.1188 0.019
C -1.491 1.617 -3.744 0.1703 0.2810 0.3106 -0.178
C -1.242 0.290 -3.099 -0.1542 -0.2263 -0.1255 -0.120
C 0.190 -0.104 -3.074 0.2335 -0.0241 0.1113 -0.033
C 1.269 0.621 -3.322 0.6887 0.2592 -0.1023 -0.141
F 1.387 1.895 -3.632 -0.1661 -0.2029 -0.2186 0.129
C 2.519 -0.195 -3.214 0.6204 0.3144 -0.1053 -0.329
O 3.673 0.128 -3.187 -1.4835 -0.5074 -0.1982 0.192
O 2.060 -1.499 -3.106 0.7633 -0.5784 0.8099 0.141
C 0.730 -1.474 -2.760 -1.5119 0.1056 -0.1082 -0.366
O 0.117 -2.402 -2.306 0.9405 0.7700 -0.4616 0.171
H -2.546 2.532 -2.196 -0.3931 0.0499 0.0940 0.065
H -2.383 3.476 -3.807 -0.1149 0.3205 0.1496 0.049
H -1.021 1.774 -4.703 -0.1765 -0.1398 -0.3420 0.111
H -1.781 -0.458 -3.683 -0.0034 -0.2618 -0.0080 0.137
H -1.673 0.231 -2.102 -0.0076 0.0743 0.2073 0.133
O 0.743 -7.010 -6.572 -0.0526 0.0786 -0.0917 0.095
C 1.033 -6.721 -5.443 0.2495 -0.2224 0.0809 -0.532
O 1.166 -5.425 -5.114 -0.2115 0.2273 -0.1280 0.004
C 1.313 -4.972 -3.759 0.2505 -0.1794 0.1485 -0.223
C 2.758 -5.011 -3.311 0.1026 -0.1340 -0.1028 -0.054
C 1.337 -7.771 -4.403 -0.4359 -0.0221 0.2944 0.012
H 0.657 -5.528 -3.088 0.0339 -0.0520 -0.0225 0.119
H 0.963 -3.950 -3.758 -0.0987 0.0290 -0.1793 0.083
H 3.152 -6.028 -3.313 -0.0479 -0.0147 0.0963 0.068
H 2.855 -4.606 -2.304 -0.0265 0.0158 -0.0039 0.083
H 3.378 -4.422 -3.989 -0.0388 0.0770 0.0295 0.082
H 2.380 -8.073 -4.497 0.0129 0.0198 0.0017 0.097
H 0.700 -8.633 -4.594 0.1095 -0.0415 -0.1839 0.090
H 1.141 -7.453 -3.381 0.1924 0.0104 0.0114 0.045
O 0.828 6.964 0.326 0.0179 0.1048 -0.0348 0.090
C 1.406 5.910 0.288 -0.1912 -0.2041 0.0782 -0.531
O 2.177 5.626 -0.771 0.2168 0.2630 -0.1809 0.007
C 3.065 4.497 -0.834 0.0351 -0.3626 0.1588 -0.207
C 2.339 3.253 -1.304 -0.0682 0.1543 0.3461 -0.059
C 1.210 4.867 1.361 0.4393 -0.0469 0.3075 0.018
H 3.579 4.347 0.116 -0.0956 0.0522 0.0550 0.098
H 3.829 4.767 -1.561 -0.0859 0.1811 -0.0265 0.125
H 1.555 2.963 -0.601 0.0724 -0.0444 0.0517 0.075
H 3.037 2.422 -1.408 0.0329 0.0287 -0.0273 0.083
H 1.865 3.441 -2.255 0.0147 0.1336 -0.1138 0.067
H 0.315 4.288 1.135 -0.0015 0.0063 -0.0321 0.095
H 1.071 5.379 2.312 -0.1634 0.0652 -0.0610 0.078
H 2.059 4.197 1.486 -0.0629 -0.0838 -0.1061 0.059
O 0.507 -7.886 -1.019 0.1286 0.1353 -0.0576 0.098
C 0.538 -9.061 -0.773 -0.3364 -0.1888 -0.1575 -0.519
O 1.726 -9.699 -0.831 0.3043 0.1772 0.1039 -0.005
C 1.917 -11.040 -0.380 -0.0307 -0.2406 -0.0604 -0.241
C 1.572 -12.049 -1.455 -0.1103 0.0507 -0.0943 -0.065
C -0.716 -9.850 -0.490 0.0919 0.0215 0.5400 0.023
H 1.369 -11.219 0.547 -0.0614 0.0162 -0.0346 0.112
H 2.975 -11.112 -0.135 0.0185 0.1294 -0.0229 0.121
H 0.521 -11.994 -1.735 -0.0202 -0.0379 0.0691 0.068
H 1.784 -13.062 -1.111 0.0166 0.0053 0.0063 0.080
H 2.157 -11.855 -2.354 0.0630 -0.0155 0.0363 0.083
H -1.167 -10.152 -1.435 0.0078 0.0058 -0.0124 0.102
H -1.413 -9.210 0.047 -0.0559 0.0978 -0.2385 0.061
H -0.553 -10.728 0.131 0.0277 -0.1021 -0.1748 0.073
O 4.448 4.068 2.465 0.1328 0.1786 -0.2996 0.086
C 4.466 4.771 3.442 -0.1024 -0.4208 0.4950 -0.512
O 5.284 5.838 3.473 0.0756 0.1331 -0.4445 0.007
C 5.222 6.832 4.498 0.0288 0.1145 0.2572 -0.232
C 6.041 6.442 5.710 0.0202 -0.1662 0.0098 -0.063
C 3.647 4.435 4.661 0.1765 0.2389 -0.3123 0.005
H 4.186 7.060 4.754 -0.0083 -0.0819 0.0102 0.110
H 5.639 7.733 4.049 0.0164 -0.0697 -0.1266 0.122
H 5.659 5.534 6.177 -0.0652 0.0483 0.0355 0.069
H 6.030 7.242 6.452 -0.0014 0.0130 -0.0162 0.081
H 7.074 6.248 5.420 0.0088 0.0736 -0.0184 0.083
H 4.197 3.722 5.276 0.0338 0.0057 -0.0333 0.105
H 2.724 3.979 4.331 0.0165 -0.1780 -0.0307 0.076
H 3.381 5.296 5.254 0.0553 0.0114 0.1661 0.049
O 1.185 4.938 5.819 -0.3833 0.0610 0.2277 0.088
C 0.461 5.885 5.668 -0.1692 0.0175 0.2094 -0.515
O 0.989 7.016 5.167 0.2339 -0.0099 -0.2219 -0.008
C 0.202 8.140 4.751 -0.1436 0.2487 0.0546 -0.228
C -0.112 9.064 5.909 0.0093 -0.1145 0.1478 -0.063
C -0.986 5.862 6.094 -0.2034 -0.0680 -0.4097 0.019
H -0.694 7.810 4.225 -0.0078 -0.0551 0.0423 0.116
H 0.815 8.662 4.018 0.0877 -0.1180 -0.0163 0.126
H -0.714 8.567 6.669 -0.0681 0.0156 -0.0446 0.068
H -0.656 9.941 5.558 0.0112 0.0020 -0.0209 0.083
H 0.810 9.392 6.390 0.0171 0.0429 -0.0616 0.083
H -1.044 6.104 7.155 0.0093 0.0156 0.0073 0.098
H -1.369 4.857 5.939 0.1114 -0.0629 0.1491 0.092
H -1.626 6.540 5.534 0.0517 0.1170 0.1130 0.072
O -3.342 -8.619 1.114 -0.0149 -0.0463 -0.0584 0.098
C -3.322 -7.877 2.057 0.0298 -0.1252 0.2580 -0.522
O -2.540 -6.787 2.005 0.0247 0.1432 -0.2807 0.008
C -2.576 -5.740 2.977 0.0745 0.0965 0.2455 -0.233
C -1.686 -6.044 4.163 0.0133 -0.1686 0.0165 -0.064
C -4.083 -8.186 3.325 -0.3810 0.2694 -0.0577 0.013
H -3.603 -5.522 3.273 -0.0115 -0.0743 0.0163 0.113
H -2.207 -4.856 2.459 0.0071 -0.0732 -0.1268 0.124
H -2.018 -6.935 4.698 -0.0599 0.0454 0.0387 0.067
H -1.679 -5.206 4.861 0.0007 0.0129 -0.0149 0.082
H -0.665 -6.230 3.829 0.0057 0.0749 -0.0273 0.085
H -3.480 -8.848 3.944 0.0194 0.0071 0.0050 0.096
H -5.003 -8.697 3.053 0.1047 -0.1557 -0.0499 0.091
H -4.362 -7.307 3.902 0.1525 -0.0184 0.0758 0.069
O -4.549 3.243 -4.984 0.0178 0.0122 -0.1109 0.097
C -5.338 4.144 -5.045 -0.1889 -0.0078 0.2539 -0.520
O -4.922 5.342 -5.495 0.2209 0.0071 -0.2397 0.002
C -5.809 6.424 -5.788 -0.1471 0.1956 0.0978 -0.237
C -6.120 7.246 -4.554 0.0125 -0.0932 0.1298 -0.065
C -6.756 3.990 -4.549 -0.2283 -0.0566 -0.3943 0.014
H -6.711 6.062 -6.284 -0.0094 -0.0450 0.0525 0.113
H -5.280 7.040 -6.514 0.1018 -0.0922 -0.0093 0.123
H -6.638 6.655 -3.798 -0.0707 0.0091 -0.0419 0.067
H -6.747 8.100 -4.812 0.0097 0.0023 -0.0162 0.082
H -5.198 7.611 -4.103 0.0144 0.0421 -0.0606 0.085
H -6.774 4.163 -3.474 0.0071 0.0177 0.0064 0.096
H -7.075 2.970 -4.748 0.1236 -0.0627 0.1364 0.091
H -7.472 4.650 -5.033 0.0381 0.1066 0.1255 0.069
```
Positions in Å, forces in eV/Å.

Properties
Largest force on an atom = 0.0307 Eh/bohr
HOMO level = -9.4 eV
Frontier orbital gap = 8.82 eV
E_LUMO = -0.61 eV
Structure (SMILES) = C=CCC1=C(F)C(=O)OC1=O.CCOC(C)=O.CCOC(C)=O.CCOC(C)=O.CCOC(C)=O.CCOC(C)=O.CCOC(C)=O.CCOC(C)=O